(1)
DFT (the ωB97M-V functional and the def2-TZVPD basis) results for C38H64Cl18N3O3PS2 as an isolated structure in a non-equilibrium geometry.

## Properties
ΔE to the lowest compared entry with this formula, charge and spin ... 103.5 kcal per mole
Frontier orbital gap ... 8.07 eV
LUMO ... 0.20 eV

CARTESIAN COORDINATES (ANGSTROEM)
C  -0.8537  0.6772  3.6566
C  -2.3059  0.1652  3.5183
C  -3.3728  1.2490  3.6961
C  -3.7329  2.0572  2.4282
N  -2.9844  1.6751  1.2272
C  -3.4984  0.6371  0.4393
C  -4.3499  -0.3467  0.9351
C  -4.7789  -1.4091  0.1588
C  -5.6856  -2.4815  0.7318
N  -4.9538  -3.6746  1.1836
C  -4.6797  -4.6382  0.1151
C  -4.3545  -1.5089  -1.1584
C  -3.5315  -0.5303  -1.6719
C  -3.1114  0.5330  -0.8970
S  -2.0401  1.7318  -1.6508
C  -1.0342  0.5870  -2.5647
C  0.3297  0.7832  -2.6586
C  0.9398  2.0269  -2.0551
C  2.3625  2.3618  -2.5064
C  3.4130  1.8084  -1.5266
C  3.2151  2.4595  -0.1331
C  2.8079  1.4895  0.9964
C  1.3558  1.6120  1.4933
C  0.8581  3.0029  1.8573
O  1.2803  3.4253  3.1477
C  2.4775  4.1861  3.1319
C  1.0756  -0.1989  -3.2946
C  0.4901  -1.3272  -3.8435
C  1.4013  -2.3622  -4.4622
O  0.9409  -2.8555  -5.7098
C  1.7477  -2.4623  -6.8194
C  1.4717  -1.0052  -7.1746
C  -0.8960  -1.4785  -3.7687
P  -1.7874  -2.9498  -4.3651
S  -1.6169  -4.4123  -3.0562
C  -1.6651  -0.5121  -3.1280
N  -3.0787  -0.6944  -3.0239
O  -3.7104  0.2859  -3.8686
H  -0.2237  0.0791  2.9993
H  -0.4918  0.4933  4.6647
H  -0.7919  1.7288  3.3887
H  -2.4751  -0.5741  4.3041
H  -2.3919  -0.3759  2.5812
H  -3.0560  1.9122  4.5020
H  -4.2815  0.7682  4.0667
H  -3.4666  3.1013  2.6075
H  -4.8058  2.0537  2.2113
H  -2.8683  2.4909  0.6405
H  -4.6793  -0.3231  1.9659
H  -6.2582  -2.0480  1.5518
H  -6.3466  -2.8000  -0.0728
H  -4.0502  -3.3765  1.5351
H  -5.5984  -4.9245  -0.3946
H  -3.9348  -4.3013  -0.6150
H  -4.2782  -5.5469  0.5665
H  -4.6529  -2.3310  -1.7927
H  0.2906  2.8522  -2.3570
H  0.8754  1.9824  -0.9693
H  2.4730  3.4466  -2.5423
H  2.5623  2.0160  -3.5222
H  3.3542  0.7212  -1.4848
H  4.3859  2.1048  -1.9208
H  4.1653  2.9143  0.1509
H  2.5110  3.2811  -0.2516
H  2.9060  0.4766  0.5988
H  3.5072  1.5303  1.8301
H  1.2799  1.0246  2.4120
H  0.6618  1.1380  0.7970
H  1.1106  3.7664  1.1149
H  -0.2314  2.9622  1.8925
H  3.1808  3.8431  2.3690
H  2.9505  4.0665  4.1034
H  2.2767  5.2403  2.9282
H  2.1504  -0.1069  -3.3596
H  2.4171  -1.9737  -4.5172
H  1.4484  -3.2139  -3.7743
H  1.4983  -3.1190  -7.6511
H  2.8007  -2.6247  -6.5806
H  1.8107  -0.7572  -8.1786
H  1.9191  -0.3304  -6.4450
H  0.3930  -0.8580  -7.1156
H  -3.1322  -2.5873  -4.4624
H  -1.3403  -3.2762  -5.6443
H  -4.2793  -0.2366  -4.4484
C  -1.3756  3.7940  6.1182
Cl  -2.9509  4.1764  6.8198
Cl  -0.6349  2.3804  6.8778
H  -1.5088  3.5806  5.0634
H  -0.7172  4.6431  6.2547
C  -3.3090  -7.5630  -2.5067
Cl  -2.4353  -7.8351  -0.9919
Cl  -4.9667  -8.1795  -2.4332
H  -3.3371  -6.4961  -2.6958
H  -2.7824  -8.0764  -3.3015
C  -0.2384  -8.4935  2.0879
Cl  0.4379  -6.8753  2.3029
Cl  -0.7377  -9.2138  3.6236
H  -1.1058  -8.4202  1.4442
H  0.5176  -9.1267  1.6401
C  5.7269  -1.8420  -4.7321
Cl  4.6692  -3.2504  -4.8854
Cl  4.9162  -0.4583  -3.9855
H  6.5736  -2.1167  -4.1151
H  6.0556  -1.5550  -5.7241
C  3.3661  8.7205  3.2343
Cl  2.2554  8.2810  1.9298
Cl  4.2013  7.3122  3.8979
H  4.1061  9.4065  2.8405
H  2.7968  9.1884  4.0282
C  -4.1332  5.4895  0.5844
Cl  -4.7480  4.2796  -0.5479
Cl  -2.5261  5.0558  1.1856
H  -4.0645  6.4428  0.0751
H  -4.8107  5.5520  1.4280
C  2.5252  0.8165  8.5216
Cl  2.0963  -0.7952  9.1042
Cl  3.0933  1.8663  9.8260
H  3.3178  0.7183  7.7892
H  1.6458  1.2674  8.0783
C  3.8149  2.9248  6.9630
Cl  5.0513  3.7968  6.0464
Cl  4.4666  1.4972  7.7738
H  3.4088  3.5931  7.7129
H  3.0399  2.6069  6.2742
C  6.0773  -5.1576  -8.1981
Cl  7.3514  -5.6500  -7.0787
Cl  6.0684  -3.4087  -8.4608
H  6.2437  -5.6462  -9.1503
H  5.1201  -5.4459  -7.7803

Forces on the atoms, in the same order (eV/Å):
-0.7 -0.8 -0.1
0.5 0.1 0.5
-0.4 -0.6 -0.3
0.5 0.4 0.1
-0.6 0.0 -0.2
0.1 0.1 0.1
-0.1 -0.1 0.3
-0.3 -0.3 -0.3
0.7 0.1 -0.3
-0.1 0.1 -0.2
0.3 -0.2 0.3
0.0 0.0 0.1
-0.1 -0.3 -0.1
0.3 0.3 -0.5
0.1 -0.1 0.3
-0.8 0.3 0.4
0.5 0.1 0.2
-0.1 0.3 -0.9
0.2 -0.3 0.4
-0.4 0.9 -0.3
0.7 -0.5 0.0
-0.5 -0.1 -0.5
0.6 0.0 0.5
-0.4 0.0 0.0
0.2 0.0 -0.1
-0.1 -0.1 -0.1
-0.1 0.0 0.0
0.1 -0.1 -0.3
-0.3 -0.3 0.5
0.4 -0.2 -0.1
-0.1 0.4 0.1
-0.2 -0.3 0.2
-0.5 -0.2 -0.6
0.2 -0.7 1.2
0.1 0.0 -0.2
0.5 -0.1 -0.1
0.0 0.1 0.0
0.0 0.2 -0.1
0.0 0.2 0.0
0.1 0.4 0.1
0.2 0.0 0.1
0.0 -0.1 0.0
-0.2 0.1 -0.1
0.0 0.1 0.0
-0.1 0.0 0.0
-0.1 -0.1 0.0
-0.1 -0.2 0.2
0.3 0.0 0.1
0.0 0.2 0.1
-0.1 -0.2 0.1
-0.3 0.0 0.2
-0.1 0.0 0.3
-0.1 0.1 0.0
-0.1 0.1 -0.2
0.0 0.0 0.0
0.0 -0.1 0.0
-0.1 0.1 0.1
0.0 0.0 0.0
0.0 0.0 0.1
-0.1 -0.1 -0.1
0.1 -0.1 0.1
0.2 -0.3 0.0
0.0 0.1 0.0
0.0 0.0 0.2
0.1 -0.1 0.1
0.0 0.2 0.1
0.1 0.1 -0.2
-0.1 0.1 -0.1
0.1 0.0 0.0
-0.1 0.1 0.0
0.0 -0.1 0.0
0.0 0.2 0.0
-0.1 0.1 0.1
0.1 0.1 0.0
-0.1 0.2 -0.2
-0.1 -0.1 0.0
-0.2 -0.1 0.0
0.0 0.0 -0.1
0.1 0.1 0.0
0.1 0.1 -0.1
-0.1 0.1 -0.2
0.2 0.3 -0.5
-0.1 0.3 -0.1
0.1 -0.1 0.1
0.1 0.1 -0.2
0.0 0.0 0.0
0.0 0.0 0.1
0.0 0.0 0.0
0.0 0.0 0.1
0.0 0.1 -0.1
0.0 0.0 0.0
0.0 0.0 0.0
0.0 0.0 0.1
0.0 -0.1 0.0
0.0 0.0 0.0
0.0 0.0 0.0
0.0 0.0 0.0
0.0 0.0 0.0
0.0 0.0 0.0
0.2 -0.1 -0.1
0.3 -0.1 0.1
0.0 0.0 0.0
0.0 0.0 0.1
-0.1 0.0 0.0
0.0 0.1 0.0
0.0 0.0 0.0
0.0 0.0 0.1
0.0 0.0 0.0
0.0 -0.1 0.0
-0.1 0.0 0.0
0.0 0.0 0.0
0.2 0.2 -0.1
0.0 0.0 0.0
0.0 -0.1 0.0
-5.9 -2.1 2.0
-0.3 -0.3 0.3
-1.8 0.0 2.0
-4.8 -3.0 0.5
-0.3 0.1 0.2
0.1 0.0 -0.2
0.0 0.0 0.0
13.0 5.4 -5.0
0.1 0.0 0.2
-0.1 -0.1 -0.1
-0.1 -0.1 0.0
0.0 0.0 0.0
0.0 0.1 0.0
0.1 0.0 0.0
0.0 0.0 0.1

(2)
DFT (the ωB97M-V functional and the def2-TZVPD basis) results for C38H66Br2ILuN2O3P2SSi as an isolated structure.

## Properties
Frontier orbital gap ... 7.05 eV
LUMO ... 0.01 eV

CARTESIAN COORDINATES (ANGSTROEM)
Lu  -0.0845  -1.3487  0.2324
C  -5.3376  -2.7709  -0.0262
C  -3.9628  -2.3166  0.4645
C  -4.1313  -1.2532  1.5650
P  -2.6516  -1.7170  -0.7250
C  -3.2815  -0.2780  -1.7463
C  -3.6760  0.9055  -0.8576
C  -4.3411  -0.5500  -2.8090
C  -2.3794  -3.0061  -1.9883
C  -3.4426  -3.6656  -2.6017
C  -3.2573  -4.5769  -3.6233
C  -1.9632  -4.8075  -4.0733
C  -0.8909  -4.1666  -3.4912
C  -1.0426  -3.2608  -2.4163
N  0.0015  -2.5685  -1.8489
C  1.2559  -2.6116  -2.4819
C  2.0248  -3.7670  -2.6512
C  3.2606  -3.7065  -3.2796
C  3.7582  -2.4979  -3.7456
C  3.0148  -1.3387  -3.5705
C  1.7774  -1.3815  -2.9442
P  0.7148  0.0472  -2.5061
C  1.8760  1.5146  -2.6084
C  1.0392  2.7789  -2.3863
C  3.0116  1.4636  -1.5900
C  -0.2376  0.3424  -4.1134
C  -0.9388  -0.9283  -4.5878
C  0.5854  0.9220  -5.2615
H  -5.9907  -2.8762  0.8431
H  -5.7968  -2.0445  -0.6968
H  -5.3027  -3.7402  -0.5192
H  -3.4662  -3.1763  0.9203
H  -4.8991  -0.5275  1.2935
H  -4.4360  -1.7293  2.4978
H  -3.2037  -0.7132  1.7594
H  -2.3555  0.0114  -2.2599
H  -4.6457  0.7432  -0.3866
H  -2.9270  1.0831  -0.0847
H  -3.7513  1.8110  -1.4640
H  -5.3082  -0.7780  -2.3589
H  -4.4653  0.3448  -3.4241
H  -4.0577  -1.3716  -3.4637
H  -4.4489  -3.4430  -2.2806
H  -4.1042  -5.0748  -4.0769
H  -1.7920  -5.4868  -4.8999
H  0.0933  -4.3415  -3.8973
H  1.6456  -4.7140  -2.2891
H  3.8336  -4.6173  -3.4107
H  4.7150  -2.4642  -4.2510
H  3.4043  -0.3954  -3.9356
H  2.3184  1.5505  -3.6061
H  0.5206  2.7161  -1.4303
H  1.6875  3.6589  -2.3774
H  0.2920  2.9185  -3.1708
H  2.6249  1.4863  -0.5676
H  3.6480  2.3432  -1.7163
H  3.6433  0.5860  -1.7209
H  -1.0080  1.0698  -3.8328
H  -0.2108  -1.6886  -4.8759
H  -1.5826  -1.3505  -3.8205
H  -1.5583  -0.7059  -5.4598
H  1.4581  0.3004  -5.4745
H  -0.0360  0.9397  -6.1597
H  0.9112  1.9438  -5.0714
Br  1.8652  -4.2989  0.7885
C  3.4261  -3.2914  0.3195
Br  2.9354  -1.4157  0.1589
H  3.7877  -3.6219  -0.6438
H  4.1625  -3.3857  1.1078
C  2.8667  -1.2266  4.1038
C  2.7200  0.2625  3.7872
C  2.2630  0.9812  5.0552
C  4.0693  0.8276  3.3325
O  1.7287  0.3909  2.7348
Si  0.9234  1.7777  2.3005
S  -0.3240  1.2144  0.7201
O  0.1266  2.5030  3.5186
C  -1.1790  2.5089  4.1078
C  -2.0382  3.5336  3.3685
C  -0.9769  2.9319  5.5608
C  -1.8446  1.1377  4.0516
O  2.1017  2.8263  1.8648
C  2.1776  4.2543  1.8409
C  0.9525  4.8436  1.1452
C  2.2996  4.8007  3.2644
C  3.4379  4.5997  1.0519
H  3.7866  -1.3940  4.6679
H  2.9078  -1.8138  3.1879
H  2.0205  -1.5824  4.6892
H  2.9460  0.7525  5.8747
H  1.2635  0.6372  5.3255
H  2.2294  2.0611  4.9072
H  4.7790  0.7962  4.1609
H  3.9497  1.8553  2.9989
H  4.4722  0.2480  2.5021
H  -1.5940  4.5283  3.4396
H  -3.0395  3.5647  3.8001
H  -2.1159  3.2538  2.3159
H  -0.4867  3.9060  5.6047
H  -0.3466  2.2050  6.0734
H  -1.9372  2.9934  6.0746
H  -2.0086  0.8411  3.0174
H  -2.8081  1.1784  4.5629
H  -1.2211  0.3843  4.5353
H  0.0504  4.5882  1.7012
H  0.8596  4.4318  0.1393
H  1.0371  5.9288  1.0804
H  1.4162  4.5358  3.8411
H  2.4041  5.8866  3.2413
H  3.1783  4.3752  3.7538
H  3.3932  4.1429  0.0630
H  4.3249  4.2315  1.5700
H  3.5253  5.6811  0.9368
I  -0.7117  -2.3834  2.8738
N  -1.3078  -5.2915  0.3073
C  -1.2676  -4.1331  0.2001
H  -1.3305  -6.2871  0.3551

Forces on the atoms, in the same order (eV/Å):
-0.2 -0.4 -0.5
0.1 0.0 0.0
0.2 0.3 0.1
0.0 0.0 -0.1
-0.6 0.0 -0.6
0.1 0.0 0.3
0.1 0.0 -0.1
0.1 0.0 0.0
0.1 0.0 0.0
0.0 0.0 0.1
-0.1 -0.1 -0.1
-0.1 0.0 0.1
0.1 0.0 0.0
-0.1 0.1 -0.1
-0.1 -0.1 0.5
0.1 0.2 -0.3
-0.1 0.1 0.1
0.0 0.0 0.0
0.1 0.0 0.0
0.0 0.0 -0.1
-0.3 -0.1 0.1
0.6 0.5 -0.6
-0.1 -0.1 0.2
0.0 -0.1 -0.2
0.0 0.0 0.0
-0.2 -0.1 0.2
0.0 0.1 0.1
-0.1 0.0 0.1
0.0 0.0 0.0
0.0 0.0 0.0
0.0 0.0 0.0
0.1 0.0 0.0
0.0 0.0 0.0
0.0 0.0 0.0
0.0 0.0 0.1
0.0 0.0 0.0
0.0 0.0 0.0
-0.1 0.1 0.0
0.0 0.0 0.0
0.0 0.0 0.0
0.0 0.0 0.0
0.0 0.0 0.0
0.0 0.0 0.0
0.0 0.0 0.0
0.0 0.0 0.0
0.0 0.0 0.0
0.0 0.0 0.0
0.0 0.0 0.0
0.0 0.0 0.0
0.0 0.0 0.0
0.0 -0.1 0.0
0.0 0.0 0.1
0.0 0.0 0.0
0.0 0.0 0.0
0.0 0.0 0.0
0.0 0.0 0.0
0.0 0.0 0.0
0.0 0.0 0.0
0.0 0.0 0.0
0.0 0.0 -0.1
0.0 0.0 0.0
0.0 0.0 0.0
0.0 0.0 0.0
0.0 0.0 0.0
0.2 -0.2 0.0
-0.2 0.0 0.1
0.4 0.0 0.3
0.0 0.1 -0.1
0.0 0.1 0.0
-0.1 0.1 -0.1
0.1 -0.1 0.1
-0.1 0.0 -0.2
-0.3 0.0 -0.1
0.1 0.4 0.3
0.1 -0.7 0.0
0.0 -0.1 -0.1
-0.1 0.1 0.1
-0.2 0.1 0.1
0.2 -0.1 0.0
0.0 0.0 -0.1
0.2 0.1 0.0
0.1 0.1 0.0
0.1 0.3 -0.1
0.0 -0.2 0.0
0.0 -0.2 -0.1
-0.1 -0.1 0.0
0.0 0.0 0.0
0.0 0.0 -0.1
-0.1 -0.1 0.0
0.0 0.0 0.0
0.0 0.0 0.0
0.0 0.0 0.1
0.0 0.0 0.0
0.0 0.1 0.0
0.0 -0.1 -0.1
0.0 0.0 0.0
0.0 0.0 0.0
0.0 0.0 0.0
0.0 0.0 0.0
0.0 0.0 0.0
0.0 0.0 0.0
0.0 -0.1 0.0
0.0 0.0 0.0
0.0 0.0 0.0
-0.1 0.1 0.0
0.0 0.0 0.0
0.0 0.0 0.0
0.0 0.0 0.1
0.0 0.0 0.0
0.0 0.0 0.0
0.0 0.0 0.0
0.0 0.0 0.0
0.0 0.0 0.0
0.0 0.2 0.1
0.0 0.0 0.0
0.2 -0.4 0.3
-0.1 0.0 0.0